{
  "formula": "CH4NO3P",
  "method": "ωB97M-V/def2-TZVPD",
  "elements": ["C", "N", "O", "O", "O", "P", "H", "H", "H", "H"],
  "xyz": [[0.830, -0.135, -1.592], [-0.885, 0.243, 1.184], [-1.410, -0.463, 2.371], [0.014, 0.952, -1.172], [1.317, -0.508, -0.267], [0.761, 0.966, 0.333], [0.243, -1.064, -1.873], [1.749, 0.201, -2.080], [-1.153, -1.330, 2.065], [-1.467, 1.137, 1.033]],
  "e_lumo_ev": 0.1,
  "relative_energy_kcal_mol": 118.0,
  "total_energy_ev": -18019.701,
  "homo_energy_ev": -8.46,
  "largest_force_ev_per_a": 3.475,
  "gap_ha": 0.3151
}